{
  "formula": "C3H7NO",
  "method": "ωB97M-V/def2-TZVPD",
  "s_squared": 0.776,
  "spin_multiplicity": 2,
  "de_lowest_kcal_mol": 5.3,
  "lumo_energy_ev": [-4.256, -9.075],
  "total_charge": 1,
  "e_homo_ev": [-17.287, -16.580],
  "molar_mass_g_mol": 73.09,
  "elements": ["O", "N", "C", "C", "C", "H", "H", "H", "H", "H", "H", "H"],
  "coordinates": [[-0.1288, 0.9541, 1.4591], [-0.8124, 0.1296, -0.4510], [-0.3819, -0.1776, -1.8083], [1.1777, -0.9135, 0.5898], [0.1080, 0.1401, 0.5941], [-1.7335, 0.5428, -0.2965], [-0.5362, -1.2380, -2.0363], [2.1371, -0.6856, 0.1175], [0.8959, -1.9167, 0.2842], [-0.9716, 0.3998, -2.5118], [1.5052, -0.9224, 1.6380], [0.6850, 0.0197, -1.8756]],
  "atomic_forces_ev_per_a": [[0.083, 0.078, -0.234], [-0.009, -0.142, -1.329], [-0.277, 0.236, 0.374], [1.050, 0.540, 1.315], [0.225, -1.107, 0.407], [0.092, 0.145, 0.174], [-0.110, -0.145, 0.220], [-0.374, 0.472, -0.534], [-0.496, 0.124, -0.093], [0.053, 0.113, -0.072], [-0.260, -0.365, -0.051], [0.023, 0.051, -0.177]]
}